[1]
{"formula": "C5H6N4", "method": "ωB97M-V with the def2-TZVPD basis set", "species": ["C", "C", "C", "N", "N", "C", "N", "N", "C", "H", "H", "H", "H", "H", "H"], "xyz": [[-2.4276, -0.3867, 0.7189], [-1.3140, -0.2893, -0.0592], [-1.0409, 0.8580, -0.7010], [-0.1537, 1.6290, -0.5765], [0.8139, 1.4907, 0.4845], [1.7470, 0.5243, 0.6280], [1.9520, -0.7006, -0.1066], [0.8025, -1.5622, -0.4208], [-0.4006, -1.3401, -0.1275], [-2.4760, -1.3145, 1.2486], [-3.3207, 0.3294, 0.9162], [-1.7295, 1.3770, -1.5349], [2.4108, 0.8621, 1.4522], [2.7262, -1.2736, -0.3575], [-0.8961, -2.1766, -0.1436]], "multiplicity": 1, "e_above_lowest_kcal_mol": 131.09, "e_homo_ev": -8.66, "total_charge": 0, "total_energy_ev": -11235.9827}

[2]
{"formula": "C5H6N4O", "method": "ωB97M-V with the def2-TZVPD basis set", "species": ["N", "C", "O", "C", "C", "N", "C", "C", "N", "N", "H", "H", "H", "H", "H", "H"], "xyz": [[-2.4465, -1.3973, 0.2533], [-2.0067, -0.1608, -0.0931], [-2.7673, 0.8193, -0.2683], [-0.4793, 0.1832, 0.0140], [-0.1010, 1.4673, 0.1871], [1.2905, 1.8636, 0.1498], [2.0467, 0.8457, -0.0720], [1.6384, -0.5107, -0.0939], [2.6500, -1.4510, -0.0220], [0.3347, -0.8732, -0.0938], [-3.3929, -1.7025, 0.1906], [-1.8059, -2.2011, 0.2501], [-1.0607, 2.0865, 0.1688], [3.0959, 1.0618, -0.0012], [2.2125, -2.3313, -0.1720], [3.7001, -1.4096, 0.0469]], "multiplicity": 1, "e_above_lowest_kcal_mol": 22.94, "e_homo_ev": -8.75, "total_charge": 0, "total_energy_ev": -13289.7224}

[3]
{"formula": "C5H6N4O", "method": "ωB97M-V with the def2-TZVPD basis set", "species": ["N", "N", "C", "O", "C", "C", "N", "C", "C", "N", "H", "H", "H", "H", "H", "H"], "xyz": [[2.3949, -1.4880, 0.2205], [2.3495, -0.1547, -0.0280], [1.3434, 0.6908, -0.0877], [1.5248, 1.8859, -0.1835], [-0.1348, 0.1887, 0.0107], [-1.1012, 1.1657, 0.1623], [-2.3767, 0.9336, 0.2106], [-2.7420, -0.3442, -0.0347], [-1.7497, -1.3636, -0.1672], [-0.4233, -1.1246, -0.1073], [1.9021, -1.7670, 1.0707], [2.0239, -2.0161, -0.5420], [3.2123, 0.2861, -0.1165], [-0.7508, 2.2213, 0.1853], [-3.8319, -0.5685, -0.1099], [-2.0593, -2.4310, -0.3907]], "multiplicity": 1, "e_above_lowest_kcal_mol": 40.95, "e_homo_ev": -9.51, "total_charge": 0, "total_energy_ev": -13288.9416}